a | The following is a quantum chemistry calculation of a cluster of 3 separate species, H5O2S in total, from OMol25.

Structure (XYZ):
```
8
H5O2S | OMol25 | ωB97M-V/def2-TZVPD
S 1.25 1.66 -2.74
H 1.85 2.30 -3.74
H -2.10 -1.16 -4.04
H -3.47 -1.30 -3.39
O -2.79 -1.81 -3.82
H 1.28 0.64 5.56
H 2.40 -0.37 5.92
O 1.59 0.04 6.25
```

## Properties
- 2S+1: 1
- Charge: -1
- Frontier orbital gap: 5.257 eV
- HOMO energy: -2.469 eV

The net atomic charges from Mulliken, expressed in e, are: -0.93 -0.07 0.35 0.31 -0.67 0.33 0.32 -0.65

b | The following is a quantum chemistry calculation of a cluster of 3 separate species, H5O2S in total, from OMol25.

Structure (XYZ):
```
8
H5O2S | OMol25 | ωB97M-V/def2-TZVPD
S -0.17 -1.96 -0.62
H 0.97 -1.35 -0.11
H 1.19 1.70 2.58
H -0.42 1.37 2.26
O 0.20 1.62 2.89
H -0.18 1.63 -0.91
H -0.43 0.96 -2.18
O 0.00 1.77 -1.85
```

## Properties
- 2S+1: 1
- Charge: -1
- Frontier orbital gap: 6.430 eV
- HOMO energy: -2.796 eV

The net atomic charges from Mulliken, expressed in e, are: -0.91 -0.05 0.33 0.32 -0.66 0.29 0.33 -0.66

Here is how they stack up, most stable first: a, b.